Below is a structure of composition C5H12NO in a non-equilibrium geometry, with properties calculated with ωB97M-V/def2-TZVPD.

Output
HOMO: -2.57 eV
LUMO level: 2.8 eV
Energy above the lowest of the compared OMol25 structures with the same formula, charge and spin: 5.697 eV
Frontier orbital gap: 0.198 hartree
Total charge: -1
2S+1: 1

Structure (XYZ):
```
19
Properties=species:S:1:pos:R:3:forces:R:3
C 0.34613 0.24415 -2.60851 -0.1 0.6 -4.1
N -0.36564 -0.57814 -3.41747 1.6 0.5 4.5
C -1.58366 -0.10412 0.26699 0.4 -1.5 -0.9
C -0.49121 -0.89821 1.07842 -1.7 -0.8 -1.7
C 0.90455 -0.36696 0.79716 0.0 -0.4 2.8
C 0.98268 0.99830 1.58083 -0.3 0.1 1.0
O 0.18330 0.94997 2.70607 1.1 1.0 -1.3
H -0.06359 1.28596 -2.25766 0.3 -2.0 0.5
H -0.32195 -1.05722 -2.18098 0.1 1.4 -2.1
H 1.52192 0.32026 -2.78142 -1.7 -0.5 1.1
H 1.53008 -1.13895 1.30401 0.3 0.7 -0.4
H -2.61761 -0.48350 0.52953 1.0 0.9 -0.2
H -1.38678 0.95800 0.42984 -0.6 -0.1 0.2
H -1.46182 -0.28394 -0.86917 -0.4 0.2 1.7
H -0.68968 -0.74199 2.14526 0.3 0.1 -0.3
H -0.61387 -2.01064 0.87435 0.3 1.0 -0.1
H 1.23239 -0.21336 -0.20144 0.1 -0.2 -1.3
H 2.03168 1.28678 1.80171 0.5 -0.7 0.3
H 0.86307 1.83360 0.80247 -1.1 -0.3 0.2
```
Positions in Å, forces in eV/Å.

Löwdin atomic charge list, values in e, 5 entries:
1 C -0.264
2 N -0.115
3 C -0.124
4 C -0.310
5 C -0.238


Below is a cluster of 2 separate species, C4H7NO2 in total in a non-equilibrium geometry, with properties calculated with ωB97M-V/def2-TZVPD.

Output
HOMO (alpha / beta): -7.38 / -8.33 eV
LUMO level (alpha / beta): 0.4 / 0.2 eV
Energy above the lowest of the compared OMol25 structures with the same formula, charge and spin: 5.013 eV
Frontier orbital gap (alpha / beta): 0.287 / 0.313 hartree
2S+1: 1

Structure (XYZ):
```
14
Properties=species:S:1:pos:R:3:forces:R:3
C -0.25924 0.73238 -0.31986 -0.6 1.3 0.3
C 0.77949 -1.43176 1.00744 0.2 -0.7 -0.2
C -1.09154 0.24581 -1.46180 0.1 -0.1 0.0
O 0.98968 1.17130 -0.61179 -0.2 -0.4 0.2
N -0.81339 1.06114 0.81742 -0.3 -1.1 -2.2
C -0.11538 1.24681 1.87094 1.0 0.5 1.4
O 0.56970 0.52113 2.51962 0.0 0.4 0.3
H 1.24270 0.90011 -1.50249 -0.1 0.0 0.0
H -2.05792 -0.09603 -1.10180 0.0 0.0 0.0
H 1.78899 -1.10762 0.80439 0.0 0.1 0.0
H 0.59814 -1.89956 1.96204 0.0 0.1 0.0
H 0.19983 -1.80904 0.17555 0.0 0.0 0.0
H -0.58790 -0.58239 -1.96688 0.0 0.0 0.0
H -1.24314 1.04771 -2.19279 0.0 -0.1 0.1
```
Positions in Å, forces in eV/Å.

Löwdin atomic charge list, values in e, 5 entries:
1 C -0.453
2 C 0.069
3 C -0.012
4 O 0.086
5 N 0.145


Copy entry 1 word for word.
Below is a structure of composition C5H12NO in a non-equilibrium geometry, with properties calculated with ωB97M-V/def2-TZVPD.

Output
HOMO: -2.57 eV
LUMO level: 2.8 eV
Energy above the lowest of the compared OMol25 structures with the same formula, charge and spin: 5.697 eV
Frontier orbital gap: 0.198 hartree
Total charge: -1
2S+1: 1

Structure (XYZ):
```
19
Properties=species:S:1:pos:R:3:forces:R:3
C 0.34613 0.24415 -2.60851 -0.1 0.6 -4.1
N -0.36564 -0.57814 -3.41747 1.6 0.5 4.5
C -1.58366 -0.10412 0.26699 0.4 -1.5 -0.9
C -0.49121 -0.89821 1.07842 -1.7 -0.8 -1.7
C 0.90455 -0.36696 0.79716 0.0 -0.4 2.8
C 0.98268 0.99830 1.58083 -0.3 0.1 1.0
O 0.18330 0.94997 2.70607 1.1 1.0 -1.3
H -0.06359 1.28596 -2.25766 0.3 -2.0 0.5
H -0.32195 -1.05722 -2.18098 0.1 1.4 -2.1
H 1.52192 0.32026 -2.78142 -1.7 -0.5 1.1
H 1.53008 -1.13895 1.30401 0.3 0.7 -0.4
H -2.61761 -0.48350 0.52953 1.0 0.9 -0.2
H -1.38678 0.95800 0.42984 -0.6 -0.1 0.2
H -1.46182 -0.28394 -0.86917 -0.4 0.2 1.7
H -0.68968 -0.74199 2.14526 0.3 0.1 -0.3
H -0.61387 -2.01064 0.87435 0.3 1.0 -0.1
H 1.23239 -0.21336 -0.20144 0.1 -0.2 -1.3
H 2.03168 1.28678 1.80171 0.5 -0.7 0.3
H 0.86307 1.83360 0.80247 -1.1 -0.3 0.2
```
Positions in Å, forces in eV/Å.

Löwdin atomic charge list, values in e, 5 entries:
1 C -0.264
2 N -0.115
3 C -0.124
4 C -0.310
5 C -0.238


Question: Number 2 is which compound?
Answer: C4H7NO2


Please write out number 1 again, unchanged.
Below is a structure of composition C5H12NO in a non-equilibrium geometry, with properties calculated with ωB97M-V/def2-TZVPD.

Output
HOMO: -2.57 eV
LUMO level: 2.8 eV
Energy above the lowest of the compared OMol25 structures with the same formula, charge and spin: 5.697 eV
Frontier orbital gap: 0.198 hartree
Total charge: -1
2S+1: 1

Structure (XYZ):
```
19
Properties=species:S:1:pos:R:3:forces:R:3
C 0.34613 0.24415 -2.60851 -0.1 0.6 -4.1
N -0.36564 -0.57814 -3.41747 1.6 0.5 4.5
C -1.58366 -0.10412 0.26699 0.4 -1.5 -0.9
C -0.49121 -0.89821 1.07842 -1.7 -0.8 -1.7
C 0.90455 -0.36696 0.79716 0.0 -0.4 2.8
C 0.98268 0.99830 1.58083 -0.3 0.1 1.0
O 0.18330 0.94997 2.70607 1.1 1.0 -1.3
H -0.06359 1.28596 -2.25766 0.3 -2.0 0.5
H -0.32195 -1.05722 -2.18098 0.1 1.4 -2.1
H 1.52192 0.32026 -2.78142 -1.7 -0.5 1.1
H 1.53008 -1.13895 1.30401 0.3 0.7 -0.4
H -2.61761 -0.48350 0.52953 1.0 0.9 -0.2
H -1.38678 0.95800 0.42984 -0.6 -0.1 0.2
H -1.46182 -0.28394 -0.86917 -0.4 0.2 1.7
H -0.68968 -0.74199 2.14526 0.3 0.1 -0.3
H -0.61387 -2.01064 0.87435 0.3 1.0 -0.1
H 1.23239 -0.21336 -0.20144 0.1 -0.2 -1.3
H 2.03168 1.28678 1.80171 0.5 -0.7 0.3
H 0.86307 1.83360 0.80247 -1.1 -0.3 0.2
```
Positions in Å, forces in eV/Å.

Löwdin atomic charge list, values in e, 5 entries:
1 C -0.264
2 N -0.115
3 C -0.124
4 C -0.310
5 C -0.238


Question: Which of these has the lowest energy above the lowest of the compared OMol25 structures with the same formula, charge and spin?
Answer: C4H7NO2